(1)
Molecular formula: C4H15NO3
Method: DFT, ωB97M-V with the def2-TZVPD basis set

Total charge = 0
Highest occupied orbital energy = -10.0 eV
Spin multiplicity = 1
Gap between HOMO and LUMO = 10.684 eV

```
23
Properties=species:S:1:pos:R:3:forces:R:3
C -1.84001 1.34439 0.53946 0.3 1.3 0.2
O -1.76107 1.97470 1.81671 -0.1 -0.4 0.4
C -0.49258 0.83425 0.07808 0.6 -1.4 0.5
C -0.51189 0.42606 -1.38109 0.1 0.6 -1.0
C 0.82423 0.53896 -2.14671 -0.3 -0.9 0.5
N -0.03887 -0.34629 0.88990 -0.4 1.0 -0.8
H -2.58349 0.55912 0.65675 0.0 -0.1 -0.2
H -2.18336 2.08820 -0.18830 -0.2 -0.2 -0.1
H -1.19387 2.75145 1.78753 0.0 -0.1 -0.2
H 0.27952 1.58288 0.28114 -0.2 0.4 -0.3
H -0.85792 -0.59553 -1.51892 -0.3 -0.2 0.4
H -1.24793 1.03758 -1.91477 0.0 0.1 0.2
H 0.65973 0.91539 -3.15106 0.2 0.2 0.0
H 1.26384 -0.45746 -2.22816 0.1 0.1 -0.1
H 1.54285 1.12897 -1.59856 0.2 0.5 0.0
H -0.62151 -1.11026 0.56106 0.1 -0.3 0.5
H -0.24259 -0.10834 1.85377 -0.1 -0.4 0.2
H 0.00297 -3.57626 1.20691 0.1 -0.1 -0.1
H 1.13487 -2.94050 0.43522 0.2 0.0 0.0
O 0.37958 -3.53124 0.31906 -0.1 0.2 0.2
H 1.70509 -0.81354 1.05302 0.2 0.1 0.3
H 3.24119 -0.55489 1.18324 0.0 0.0 -0.1
O 2.54122 -1.14763 1.46571 -0.2 -0.1 -0.2
```
Forces are in eV/Å.

=====

(2)
Molecular formula: C3H7N2O2
Method: DFT, ωB97M-V with the def2-TZVPD basis set

Total charge = +1
Highest occupied orbital energy = -15.2 eV
Spin multiplicity = 1
Gap between HOMO and LUMO = 11.459 eV

```
14
Properties=species:S:1:pos:R:3:forces:R:3
C 0.31450 -0.15579 1.51399 -1.3 -0.2 -1.0
C -0.01369 0.77631 -2.02307 0.2 0.9 -2.8
C -1.07096 0.05957 -1.27850 -0.3 1.9 1.2
N 0.24558 -0.75922 2.71128 2.0 1.9 -0.3
N -0.47887 -0.64195 -2.12029 0.3 0.7 -0.9
O 1.22663 0.81415 1.51177 0.2 0.5 -2.1
O -0.44419 -0.47060 0.51661 1.7 0.5 2.3
H -0.27289 1.51488 -2.91034 0.1 -1.9 1.7
H 1.04962 0.91084 -1.80062 -0.6 -0.1 1.1
H -2.07930 0.18336 -0.94029 -0.1 -0.1 0.6
H 0.85116 -0.44908 3.49548 -0.7 -0.3 -1.1
H -0.44873 -1.40169 2.91147 -1.5 -1.4 0.2
H -0.26510 -1.59669 -2.17834 0.5 -1.4 -0.7
H 1.38622 1.21593 0.59086 -0.6 -1.0 2.0
```
Forces are in eV/Å.

=====

(3)
Molecular formula: C31H35CrN3O3SSi
Method: DFT, ωB97M-V with the def2-TZVPD basis set

Total charge = -1
Highest occupied orbital energy (spin up / spin down) = -3.1 / -3.1 eV
Spin multiplicity = 2
Gap between HOMO and LUMO (spin up / spin down) = 5.540 / 5.521 eV

```
75
Properties=species:S:1:pos:R:3:forces:R:3
Cr -1.07359 -0.13839 -0.36054 0.1 -0.7 0.0
O -2.16071 -1.51199 -0.97937 -0.1 0.3 0.1
C -2.27184 -2.05803 -2.16980 -0.1 -0.2 -0.1
C -3.08792 -3.19741 -2.30170 0.0 0.1 0.0
C -3.24991 -3.82842 -3.51525 0.0 0.0 0.0
C -2.61207 -3.34729 -4.65826 0.0 0.0 0.0
C -1.81373 -2.22906 -4.55004 0.0 0.0 0.0
C -1.62342 -1.56986 -3.32853 0.0 -0.1 0.0
C -0.78495 -0.39266 -3.31623 -0.1 0.0 0.1
N -0.55612 0.28884 -2.25885 -0.1 0.0 0.3
N 0.22653 1.42267 -2.40386 0.1 0.1 0.0
C 0.48493 1.93607 -1.23199 0.0 0.0 -0.1
O 0.05130 1.46599 -0.11091 0.1 -0.1 0.1
C 1.30726 3.17584 -1.19806 0.0 0.0 0.0
C 1.42242 3.89601 -0.01585 0.0 0.0 0.0
C 2.17212 5.06185 0.02395 0.0 0.0 0.0
C 2.81684 5.51350 -1.11698 0.0 0.0 0.0
C 2.71048 4.79321 -2.30060 0.0 0.0 0.0
C 1.95875 3.63106 -2.34280 0.0 0.0 0.0
H -3.57538 -3.56303 -1.40716 0.0 0.0 0.0
H -3.87828 -4.70940 -3.57690 0.0 0.0 0.0
H -2.73900 -3.84279 -5.61183 0.0 0.0 0.0
H -1.30788 -1.83728 -5.42584 0.0 0.0 0.0
H -0.33998 -0.05692 -4.24984 0.0 0.0 0.0
H 0.92822 3.52814 0.87117 0.0 0.0 0.0
H 2.26130 5.61035 0.95324 0.0 0.0 0.0
H 3.40674 6.42166 -1.08559 0.0 0.0 0.0
H 3.22113 5.13608 -3.19214 0.0 0.0 0.0
H 1.87122 3.05848 -3.25531 0.0 0.0 0.0
C -1.09710 -1.59903 3.76238 0.0 0.0 0.0
C -2.08564 -0.81902 4.34459 0.0 0.0 0.0
C -2.75560 0.12223 3.58483 0.0 0.0 -0.1
C -2.43052 0.26306 2.23544 0.1 -0.1 0.1
N -1.45535 -0.49105 1.69513 0.0 0.1 -0.2
C -0.79959 -1.39685 2.42575 -0.1 0.0 0.0
C -3.07661 1.18380 1.28941 -0.1 0.1 0.0
C -4.11457 2.04012 1.66160 0.0 0.0 -0.1
C -4.69767 2.86212 0.71274 0.0 0.0 0.0
C -4.24062 2.82435 -0.60075 0.0 0.0 0.0
C -3.20233 1.97587 -0.95836 0.0 0.0 -0.1
C -2.59436 1.13483 -0.02721 0.0 0.0 0.1
H -0.55961 -2.34896 4.32715 0.0 0.0 0.0
H -2.33677 -0.94187 5.39178 0.0 0.0 0.0
H -3.52937 0.73373 4.02540 0.0 0.0 0.0
H -0.02847 -1.92882 1.85708 0.0 0.0 0.0
H -4.47578 2.07232 2.68298 0.0 0.0 0.0
H -5.50377 3.52943 0.99232 0.0 0.0 0.0
H -4.69543 3.46785 -1.34568 0.0 0.0 0.0
H -2.85388 1.97258 -1.98642 0.0 0.0 0.0
C 2.77669 -0.19601 3.71006 -0.1 0.0 0.0
S 2.10534 0.63500 2.25420 0.0 -0.1 0.0
C 0.84309 1.58466 3.12294 0.0 0.0 0.0
O 3.14542 1.61980 1.85010 0.1 0.1 0.0
H 3.09585 0.54657 4.44207 0.0 0.0 0.0
H 3.63227 -0.77372 3.36554 0.0 0.0 0.0
H 2.02609 -0.86839 4.12706 0.0 0.0 0.0
H 0.28489 0.94566 3.80687 0.0 0.0 0.0
H 0.17450 1.99220 2.36614 0.0 0.0 0.0
H 1.35601 2.38261 3.66192 0.0 0.0 0.0
C 2.63508 -4.14370 -1.50928 -0.1 0.1 0.0
Si 2.46924 -2.71073 -0.26679 0.2 0.0 0.1
C 2.99047 -3.54155 1.38019 -0.1 0.1 0.0
C 3.85520 -1.46637 -0.62159 -0.1 0.0 0.0
C 0.85879 -1.93336 -0.25810 -0.3 0.1 0.3
H 3.60379 -4.64772 -1.44132 0.0 0.0 0.0
H 2.49894 -3.77979 -2.53061 0.0 0.0 0.0
H 1.85556 -4.88947 -1.32430 0.0 0.0 0.0
H 3.92361 -4.10662 1.29538 0.0 0.0 0.0
H 2.20453 -4.22694 1.71465 0.0 0.0 0.0
H 3.11711 -2.79032 2.16613 0.0 0.0 0.0
H 4.84721 -1.89471 -0.45067 0.0 0.0 0.0
H 3.75912 -0.58009 0.01310 0.0 0.0 0.0
H 3.80311 -1.12266 -1.65799 0.0 0.0 0.0
H 0.00640 -2.47563 -0.65805 0.1 0.0 -0.1
H 0.90029 -0.87264 -0.51192 0.3 0.2 -0.4
```
Forces are in eV/Å.

=====

Molecular weight / g mol⁻¹: 125.2; 103.1; 609.8
Relative energy (zero: lowest compared OMol25 entry of this formula, charge and spin) / eV: 0.427; 2.272; 0.605